ORCA calculation (ωB97M-V/def2-TZVPD) on a 6-piece molecular cluster, C20H22F2N4 overall in a non-equilibrium geometry.

Atoms and positions in Å:
F (8.11272, -0.71227, -1.61757)
N (12.00096, 3.19989, 4.40410)
C (-4.44310, -4.21023, -0.13004)
N (-6.59866, -1.38269, 5.81974)
H (-6.08955, 1.48166, 4.62172)
C (-7.20370, 4.20299, -1.16694)
C (6.72172, -1.68698, -3.39325)
H (5.32779, -2.46523, -4.76331)
C (9.43410, 2.83211, 4.62983)
C (-2.53493, -4.26606, -1.57522)
H (6.68003, 1.31790, -2.00313)
H (4.75018, 1.67210, -3.67283)
C (-6.75206, -0.41684, 5.19115)
H (7.29648, -2.60004, -3.34450)
H (-1.60587, -4.75761, -1.82346)
H (9.11043, 1.90468, 4.15737)
N (2.54645, 1.83679, 2.20452)
H (-7.10656, 0.53879, 3.42748)
H (-7.80195, 1.34902, 4.82403)
F (-6.26383, -2.79612, -0.75646)
C (-3.18800, -4.70599, -0.43072)
C (-3.16483, -3.36095, -2.44468)
H (-8.72500, 5.21986, -2.23439)
C (6.39897, 0.57128, -2.73111)
H (-0.56041, 1.30329, 1.93757)
C (5.29540, 0.74428, -3.58175)
C (4.96761, -0.31695, -4.32001)
C (-8.63115, 4.27529, -1.69858)
C (0.29666, 0.81381, 1.47505)
C (-6.92811, 0.80202, 4.47006)
H (-4.90344, -4.55423, 0.78437)
H (-9.31668, 4.20048, -0.85445)
H (-2.68233, -5.39548, 0.22905)
H (0.19067, -0.26771, 1.55978)
H (8.80597, 3.65091, 4.27895)
H (-8.85948, 3.44751, -2.36996)
H (4.13574, -0.19154, -4.99726)
C (10.86523, 3.04054, 4.49826)
C (7.07521, -0.62973, -2.52910)
C (-4.43697, -2.84140, -2.11084)
H (9.33619, 2.68798, 5.70581)
H (-5.01494, -2.18235, -2.74171)
H (0.16260, 1.05029, 0.41949)
C (5.64064, -1.55474, -4.27388)
C (-5.06620, -3.36480, -1.00459)
C (1.52405, 1.37158, 1.91650)
H (-2.61235, -2.93566, -3.26948)
N (-6.18574, 4.08078, -0.71555)

## Properties
- total energy (eV) = -32489.4368
- ΔE to the lowest compared entry with this formula, charge and spin (kcal per mole) = 28.49
- Kohn-Sham gap (Ha) = 0.355
- F_max (eV/Å) = 5.50
- LUMO (eV) = 0.25
- SMILES = Fc1ccccc1.Fc1ccccc1.CC#N.CC#N.CC#N.CC#N

---

ORCA calculation (ωB97M-V/def2-TZVPD) on one molecule with the formula C20H22FN3O3S2 in a non-equilibrium geometry.

Atoms and positions in Å:
C (-0.67365, -3.03215, 3.09563)
H (1.91538, -0.21118, 2.71362)
O (0.37475, 1.71635, 2.09097)
H (-2.04775, 3.33077, -4.06404)
H (-0.22955, 3.84126, -5.38937)
C (0.19942, 0.28807, -0.44258)
C (1.20958, -1.02016, 2.82047)
O (-0.51122, 1.42923, 4.36656)
H (2.66545, -2.58774, 2.79527)
C (-1.51085, 1.93466, 0.11242)
H (-0.02119, 3.52446, -0.95924)
S (-0.53520, 1.04135, 2.98219)
H (1.81434, 2.68212, -2.78361)
H (3.74579, -2.38127, -0.54894)
C (0.40951, 3.18790, -4.79828)
C (1.74907, -1.61663, -0.41823)
H (1.42616, 2.60434, -0.51832)
C (-1.45823, 2.72219, -3.38095)
H (0.42283, 2.19160, -5.26858)
S (1.96337, 0.09957, -0.57880)
H (-3.35894, 1.02513, 0.56174)
H (-2.13012, -1.46453, 3.14274)
C (0.93019, -4.23656, -0.13799)
C (2.27812, -3.92885, -0.29364)
H (1.42094, 3.59164, -4.81082)
C (1.61689, -2.34241, 2.86580)
C (-0.13542, -0.71479, 2.91636)
H (-1.85000, 2.86712, -2.37821)
C (2.70164, -2.62126, -0.43110)
H (0.60495, -5.25873, -0.02970)
H (-2.44085, 2.33890, 2.53305)
C (-0.01022, -3.22964, -0.12096)
F (-1.31094, -3.53439, 0.04775)
C (0.49714, 2.57462, -1.09537)
C (-2.23783, 1.28177, 2.36822)
C (0.78765, 2.36537, -2.58704)
C (-1.08331, -1.70840, 3.05847)
C (-2.32320, 0.92121, 0.89654)
H (-1.40775, -3.81663, 3.19623)
H (0.71683, 1.28839, -2.83324)
C (0.67241, -3.34664, 3.00389)
N (-0.34868, 1.53073, -0.52663)
H (-1.57642, 1.66313, -3.66337)
C (0.37477, -1.89932, -0.26714)
H (3.00247, -4.72791, -0.30616)
N (-0.44484, -0.81468, -0.29614)
N (-0.07880, 3.16060, -3.43558)
H (-1.99302, -0.09925, 0.71895)
H (-2.89348, 0.68440, 2.99424)
O (-1.87549, 3.08477, 0.04130)
H (0.98729, -4.37854, 3.04164)

## Properties
- total energy (eV) = -56097.7761
- Kohn-Sham gap (Ha) = 0.330
- F_max (eV/Å) = 1.19
- LUMO (eV) = 0.43
- SMILES = CN(C)CCN(C(=O)CCS(=O)(=O)c1ccccc1)c1nc2c(F)cccc2s1

---

ORCA calculation (ωB97M-V/def2-TZVPD) on one molecule with the formula C20H22N2O2S.

Atoms and positions in Å:
H (1.85383, 1.18229, 0.76319)
H (-2.29855, 5.12951, -5.58715)
C (-2.81771, 1.99394, 1.74597)
H (3.42059, -0.58868, -0.99579)
C (1.49736, -5.21413, 0.66803)
H (4.11539, 0.57240, 0.16496)
C (-0.13879, -3.67055, 1.80704)
C (3.33088, -1.23060, 1.06881)
C (-0.61390, 0.28733, 1.58167)
H (-4.26082, 6.05756, -4.12348)
H (-0.38392, -3.22626, 0.84491)
H (1.24906, -4.75673, -0.28693)
C (1.07971, 0.34456, -0.93230)
C (-3.53403, 5.32462, -3.83378)
C (-1.74677, 3.87595, -3.87346)
H (2.84277, -2.96537, -0.12113)
H (1.43444, -2.01473, 0.38753)
H (3.01206, -0.81556, 2.02774)
H (4.34825, -1.60155, 1.19094)
C (-0.90359, 1.12801, 0.48927)
C (-2.20964, 3.66070, -2.60114)
H (-3.66873, 2.65566, 1.77788)
N (-2.41007, 2.78824, -0.43930)
H (-0.25151, -2.91684, 2.58274)
C (-0.15723, 1.16623, -0.71999)
N (2.04925, 0.57423, -0.01676)
H (-0.03986, 1.98241, -2.67644)
C (1.28923, -4.22644, 1.81729)
C (-2.03991, 1.98447, 0.56817)
H (0.21947, -0.39631, 1.52120)
H (-0.84208, -4.47610, 1.99838)
C (2.41003, -2.39638, 0.71262)
H (-3.09527, 1.18075, 3.69135)
C (-1.72932, 2.78040, -1.56422)
O (2.27468, -3.20548, 1.86275)
S (-3.59998, 4.64191, -2.26249)
C (-0.58386, 1.96634, -1.74597)
C (-1.39402, 0.31303, 2.70588)
H (-1.16463, -0.33841, 3.53637)
C (-2.49675, 1.17644, 2.79240)
H (-0.89689, 3.37113, -4.29587)
O (1.21116, -0.40983, -1.87413)
H (1.45320, -4.74877, 2.76838)
H (2.53244, -5.54670, 0.64333)
C (3.30486, -0.14169, -0.00567)
C (-2.50658, 4.82788, -4.57603)
H (0.85574, -6.07888, 0.81325)

## Properties
- total energy (eV) = -39008.2113
- ΔE to the lowest compared entry with this formula, charge and spin (kcal per mole) = 25.18
- Kohn-Sham gap (Ha) = 0.294
- F_max (eV/Å) = 0.90
- LUMO (eV) = -0.25
- SMILES = CC(C)OCCCNC(=O)c1cc(-c2cccs2)nc2ccccc12